A structure of composition C80H156F30N13O24S10, computed with wB97M-V/def2-TZVPD.

For the lowest unoccupied orbital energy, the calculation gives -8.24 eV. The calculation puts the maximum force at 8.5 eV/A. The total charge is +3. Its HOMO energy is -12.82 eV. The total energy comes out at -343842.774 eV. The frontier orbital gap is 0.1684 hartree. Its molecular weight is 2574.8 g/mol.

Geometry (Å):
S (1.712, 2.653, -7.381)
S (1.986, 5.414, 3.307)
S (-4.543, 5.584, -2.617)
S (-5.873, 3.005, -2.687)
S (-4.297, -2.566, -1.121)
S (1.000, 4.866, 5.899)
S (1.062, 1.354, -4.946)
S (4.633, -0.936, 2.850)
S (-4.535, -4.659, 0.750)
S (2.347, -2.670, 2.749)
F (-5.877, 7.256, -4.086)
F (-4.276, -2.185, -3.713)
F (0.774, 3.761, -9.529)
F (3.377, 3.307, 2.736)
F (-6.417, 2.328, -5.123)
F (5.266, -2.347, 0.467)
F (-4.286, 6.065, -5.164)
F (1.394, 4.003, 8.325)
F (2.642, -4.825, 4.347)
F (-0.578, -0.423, -3.884)
F (2.736, 5.714, 7.758)
F (-0.461, 4.132, -7.835)
F (6.323, -2.845, 2.483)
F (3.717, -4.785, 2.465)
F (-6.924, -5.288, -0.564)
F (1.301, 2.999, 2.127)
F (-3.817, 7.773, -3.959)
F (-5.198, -6.503, -1.102)
F (-1.577, 1.316, -4.789)
F (1.553, -5.178, 2.586)
F (6.847, -1.079, 1.215)
F (-4.267, 2.606, -4.755)
F (-0.797, -0.332, -5.990)
F (3.052, 3.660, 7.086)
F (-0.428, 2.159, -8.766)
F (2.608, 4.378, 1.009)
F (-4.360, -4.256, -3.190)
F (-6.204, -6.654, 0.878)
F (-2.503, -3.149, -2.874)
F (-5.196, 0.893, -4.079)
O (-5.054, 2.457, -1.646)
O (1.052, 2.032, -3.723)
O (0.431, 6.159, 6.233)
O (-3.173, 5.067, -2.649)
O (3.963, 0.013, 2.034)
O (-4.941, 6.362, -1.494)
O (1.127, -2.344, 3.497)
O (2.478, 3.838, -7.181)
O (1.493, 6.311, -4.254)
O (0.103, 3.728, 6.019)
O (-7.293, 2.805, -2.541)
O (2.088, 0.346, -5.199)
O (-5.749, -2.470, -1.252)
O (3.979, -3.728, -3.521)
O (4.536, -0.228, -9.463)
O (-3.550, -1.362, -0.863)
O (2.393, 1.536, -7.983)
O (3.140, 6.195, 3.047)
O (5.544, -0.532, 3.863)
O (-5.378, -3.907, 1.665)
O (0.709, 5.912, 2.829)
O (-3.661, -5.738, 1.247)
O (2.182, -2.532, 1.289)
O (8.762, -0.356, -1.744)
N (-0.407, -0.225, 0.379)
N (0.304, 8.238, -5.013)
N (-6.790, -5.104, 5.555)
N (3.669, -2.107, 3.368)
N (-3.727, -3.754, -0.327)
N (1.474, -0.431, 6.790)
N (10.959, 0.211, -0.744)
N (-6.940, 4.200, 1.929)
N (2.857, -4.287, -3.173)
N (-5.608, 4.527, -3.048)
N (5.431, 0.485, -8.848)
N (0.752, 2.358, -6.136)
N (2.130, 4.878, 4.739)
C (-0.660, -1.737, 7.141)
C (4.140, -4.906, -1.292)
C (-7.127, 5.449, 1.100)
C (1.589, -5.118, -4.991)
C (-5.282, -4.953, 5.206)
C (3.260, -6.679, -2.757)
C (11.978, -2.116, -1.111)
C (-8.529, -6.936, 2.700)
C (5.491, -1.431, -7.239)
C (-1.224, 0.715, -0.482)
C (2.076, 0.647, 4.613)
C (5.516, 2.898, -8.749)
C (0.293, 3.160, -8.404)
C (0.591, 0.889, 5.016)
C (-4.439, 3.858, 1.296)
C (-5.404, 2.175, -4.299)
C (-7.148, 6.566, 2.106)
C (-2.276, 5.066, 1.670)
C (-2.999, -5.641, 4.713)
C (-0.509, 6.954, -5.227)
C (-5.487, 4.072, 2.387)
C (-7.319, 1.633, 1.941)
C (-6.972, 0.347, 1.165)
C (-7.470, -6.274, 4.887)
C (7.462, -0.040, -7.702)
C (3.570, 0.551, 9.961)
C (-1.602, -2.056, 1.470)
C (-2.017, -6.667, 4.186)
C (11.002, -1.065, -1.666)
C (1.701, -3.975, -3.967)
C (0.602, 5.861, -5.208)
C (2.808, 0.849, 8.675)
C (7.374, 1.370, -9.716)
C (0.527, -3.985, -2.992)
C (5.921, 1.658, -9.557)
C (2.944, -5.277, -2.116)
C (-3.068, 3.862, 1.900)
C (8.109, 1.182, -8.385)
C (1.660, -5.294, -1.254)
C (1.489, -0.687, -1.325)
C (-7.770, 5.937, 3.383)
C (2.603, -4.451, 3.028)
C (0.631, 0.732, 6.519)
C (-7.270, 2.903, 1.076)
C (0.710, -1.659, 6.519)
C (-7.020, -5.174, 7.010)
C (-1.322, -3.075, 6.892)
C (5.837, -1.905, 1.679)
C (-1.535, 2.870, -1.819)
C (9.601, -1.564, -1.781)
C (-1.324, 6.933, -6.489)
C (-1.923, -0.705, 2.206)
C (2.620, 5.459, -3.913)
C (-7.862, -3.054, 6.411)
C (2.579, -0.342, 5.724)
C (1.072, -0.107, 0.028)
C (-7.849, 4.459, 3.059)
C (5.176, 1.748, -10.951)
C (-7.478, -3.815, 5.080)
C (-7.368, -6.212, 3.358)
C (-7.035, -3.700, 7.472)
C (0.421, -5.239, -2.112)
C (-5.775, -5.823, -0.120)
C (2.179, 4.512, 7.324)
C (-0.690, 0.097, 1.839)
C (2.165, -0.411, 8.175)
C (3.352, 0.996, -1.288)
C (5.449, 0.874, -6.458)
C (-0.814, -1.696, 0.181)
C (7.401, -0.460, -2.118)
C (5.932, -0.023, -7.607)
C (-3.911, -3.058, -2.842)
C (-4.663, 6.693, -4.037)
C (2.332, 3.936, 2.221)
C (4.304, 1.841, 10.393)
C (-0.525, 0.449, -4.901)
C (-0.635, 2.100, -0.838)
C (3.027, -0.410, -1.571)
C (-4.408, -6.167, 5.173)
C (1.832, -2.678, -4.700)
H (-1.436, 0.133, -1.404)
H (-7.600, 0.263, 0.313)
H (-7.669, 3.751, 3.875)
H (1.650, -4.421, -0.608)
H (1.429, -1.757, -1.258)
H (3.964, -3.860, -1.029)
H (10.169, 0.765, -1.137)
H (12.964, -1.651, -1.020)
H (4.239, -0.302, 9.902)
H (-8.921, -3.262, 6.527)
H (4.571, 2.764, -8.205)
H (-0.195, 8.974, -4.498)
H (4.427, -1.447, -7.015)
H (0.200, 1.832, 4.687)
H (8.118, 2.053, -7.713)
H (2.688, 0.216, 10.584)
H (-2.490, 2.999, 1.507)
H (-5.965, 0.278, 0.780)
H (0.177, -2.240, 0.270)
H (6.266, 3.211, -7.988)
H (-0.113, 0.170, 4.590)
H (4.039, -5.456, -0.389)
H (0.549, 8.624, -5.894)
H (7.026, -1.471, -1.982)
H (-6.727, -3.269, 4.463)
H (-9.431, -6.302, 2.716)
H (-2.708, 5.945, 2.126)
H (11.781, 0.817, -0.740)
H (5.539, -2.209, -8.013)
H (-1.252, -0.913, 6.731)
H (-0.674, 6.902, -7.352)
H (1.334, -0.708, 8.835)
H (-0.946, -3.774, 7.609)
H (1.688, -6.159, -0.564)
H (-2.528, -2.506, 1.239)
H (-7.048, -0.554, 1.758)
H (6.146, 1.668, -6.122)
H (0.236, -0.151, 2.379)
H (11.330, -0.603, -2.609)
H (7.120, -0.056, -3.064)
H (3.543, 1.255, 7.938)
H (-1.719, -7.390, 4.926)
H (-8.002, -5.607, 7.189)
H (9.464, -2.058, -2.749)
H (-3.153, -4.903, 3.949)
H (-2.553, -5.165, 5.591)
H (-4.573, 4.624, 0.522)
H (-6.488, -6.774, 3.035)
H (-0.999, -2.654, 2.165)
H (-8.864, 4.207, 2.740)
H (-4.728, -6.919, 4.463)
H (-2.191, 5.244, 0.592)
H (-7.726, 7.417, 1.774)
H (9.131, 0.857, -8.536)
H (2.856, -1.262, 8.210)
H (-8.062, 5.308, 0.532)
H (2.512, -5.294, -5.551)
H (-8.489, -6.220, 5.294)
H (2.105, 1.690, 8.869)
H (3.631, -7.145, -1.857)
H (-8.358, -3.989, 4.480)
H (-5.550, 3.296, 3.152)
H (1.211, 1.618, 6.836)
H (3.430, 0.041, 6.272)
H (-0.629, -1.529, 8.209)
H (-2.156, -0.861, 3.238)
H (7.493, 0.458, -10.206)
H (1.242, -6.055, -4.578)
H (-6.025, -3.361, 7.550)
H (-7.439, -3.571, 8.476)
H (-0.513, -5.127, -1.520)
H (0.105, 4.960, -4.822)
H (6.070, -1.805, -6.382)
H (4.124, 1.930, -10.821)
H (-8.822, -7.870, 3.174)
H (-1.136, -6.226, 3.732)
H (5.503, 0.243, -5.564)
H (0.283, 1.880, -1.386)
H (3.375, 5.547, -4.704)
H (5.018, 1.699, 11.191)
H (7.724, -0.205, -6.652)
H (7.824, 2.093, -10.388)
H (-2.523, 3.078, -1.413)
H (5.665, 2.511, -11.544)
H (-2.123, 0.840, 0.057)
H (-6.113, 6.934, 2.334)
H (2.364, -7.289, -3.001)
H (2.343, 4.392, -3.846)
H (-2.434, -2.922, 6.965)
H (3.636, -1.085, -0.992)
H (2.655, 1.587, 4.674)
H (4.829, 2.184, 9.499)
H (0.700, -1.755, 5.447)
H (-7.803, -1.974, 6.311)
H (-2.518, -7.205, 3.400)
H (-4.916, -4.137, 5.837)
H (-5.212, 5.059, 2.861)
H (-1.999, 6.098, -6.439)
H (2.939, 5.843, -2.930)
H (3.584, 2.660, 10.555)
H (-1.625, 2.394, -2.823)
H (0.836, -0.440, -2.130)
H (-1.269, -3.428, 5.882)
H (-1.320, 4.905, 2.126)
H (-0.330, 2.729, 0.042)
H (1.095, 7.821, -4.460)
H (1.264, 0.965, 0.133)
H (2.690, 1.714, -1.811)
H (-8.306, 1.522, 2.402)
H (1.648, -0.607, 0.861)
H (-8.300, -7.160, 1.653)
H (-6.224, -5.790, 7.464)
H (2.214, -1.877, -4.066)
H (0.790, -2.508, -4.993)
H (2.803, -1.369, 5.504)
H (3.218, -0.633, -2.624)
H (7.624, -1.005, -8.281)
H (3.980, -6.609, -3.560)
H (11.654, -2.490, -0.135)
H (-7.016, -7.153, 5.361)
H (2.504, -2.723, -5.484)
H (-0.858, 1.153, 1.919)
H (-1.963, 7.774, -6.606)
H (4.448, 1.288, -6.559)
H (-1.302, -1.920, -0.779)
H (5.360, 3.715, -9.504)
H (-4.226, -6.629, 6.154)
H (1.394, -2.500, 6.713)
H (6.790, 0.003, -1.339)
H (-6.628, 2.808, 0.189)
H (9.307, -2.335, -0.982)
H (12.062, -2.907, -1.812)
H (-8.766, 6.332, 3.624)
H (-0.327, 0.786, 6.990)
H (10.713, -0.112, 0.185)
H (0.541, -3.177, -2.291)
H (-6.256, 5.542, 0.464)
H (-5.357, -4.578, 4.185)
H (-2.852, -0.311, 1.700)
H (-7.246, 6.136, 4.308)
H (-4.693, 2.861, 0.899)
H (0.832, -4.776, -5.716)
H (-6.621, 1.806, 2.792)
H (1.150, 5.650, -6.146)
H (5.345, 0.881, -11.596)
H (0.255, -6.096, -2.733)
H (5.095, -4.985, -1.777)
H (-8.285, 3.105, 0.764)
H (-0.394, -3.892, -3.587)
H (4.390, 1.235, -1.525)
H (3.360, 1.127, -0.235)
H (-3.144, 3.615, 2.990)
H (2.269, 0.275, 3.598)
H (-1.181, 3.885, -1.983)
H (-1.073, 6.834, -4.304)
H (-7.377, -5.185, 3.031)

Results of the Mulliken charge analysis, in e, for atoms 1 through 6: S 0.801; S 0.986; S 1.467; S 1.091; S 0.743; S 0.899